A cluster of 23 separate species, C46H69N23 in total at a distorted geometry. Source: the OMol25 dataset; level of theory: ωB97M-V with the def2-TZVPD basis set.

Summary:
E: -83087.1036 eV
Total charge: 0
Gap between HOMO and LUMO: 11.3 eV
LUMO: 0.22 eV
Highest occupied orbital energy: -11.048 eV

Element x y z (Å)
C -8.7126 -11.7098 -17.8692
C -9.0023 -11.4334 -19.2516
N -9.2013 -11.2206 -20.3597
H -8.1161 -10.9411 -17.4253
H -7.9154 -12.5114 -17.8843
H -9.5065 -11.9213 -17.1761
C -6.9035 -20.5490 -11.8891
C -7.0543 -21.7383 -12.6048
N -7.2161 -22.7274 -13.1950
H -7.5880 -19.7603 -12.3018
H -5.9035 -20.2212 -11.8712
H -7.2139 -20.6468 -10.8323
C -10.3247 -21.7913 -14.8634
C -9.8640 -20.6315 -14.1278
N -9.4181 -19.6868 -13.6208
H -9.8291 -22.7146 -14.5034
H -10.1658 -21.6141 -15.9561
H -11.4223 -21.8708 -14.7928
C -4.9681 -9.6996 -19.9325
C -4.3993 -10.5378 -20.9668
N -3.8795 -11.0325 -21.8682
H -4.1824 -9.5790 -19.1864
H -5.8300 -10.1763 -19.4595
H -5.3477 -8.7900 -20.3544
C -0.4432 -11.9115 -14.5121
C -1.2171 -13.0972 -14.1643
N -1.9596 -13.9768 -13.9900
H 0.3401 -11.7937 -13.7464
H -1.2071 -11.1142 -14.4250
H -0.0691 -11.9067 -15.4913
C -6.7897 -14.4192 -9.5499
C -8.1456 -14.3616 -10.1555
N -9.2056 -14.2341 -10.6256
H -6.6868 -15.3035 -8.9200
H -6.8546 -13.5761 -8.8475
H -6.0103 -14.3264 -10.2844
C -4.4384 -13.3673 -16.0167
C -5.0157 -12.9857 -17.3115
N -5.5377 -12.7844 -18.3415
H -3.6668 -14.1198 -16.2731
H -5.2472 -13.7400 -15.4012
H -3.9216 -12.5690 -15.4543
C -6.3978 -15.7898 -18.8823
C -7.2491 -15.3682 -17.6739
N -7.9362 -15.1387 -16.7512
H -6.4792 -14.9765 -19.5813
H -6.8146 -16.6681 -19.3395
H -5.3590 -15.9855 -18.6123
C -5.8689 -14.0007 -22.6779
C -5.2909 -15.1078 -23.3988
N -4.7921 -16.0332 -23.8712
H -5.3046 -13.0681 -22.7827
H -5.7987 -14.1777 -21.6119
H -6.9534 -13.8641 -22.9393
C -4.2749 -9.3321 -14.5340
C -5.5785 -9.9158 -14.7639
N -6.6002 -10.3128 -15.0468
H -3.7483 -9.3659 -15.4560
H -3.8257 -9.8082 -13.6773
H -4.4282 -8.2939 -14.2798
C -10.0758 -19.0033 -17.4815
C -8.8201 -19.6251 -17.3026
N -7.7747 -20.0806 -17.1581
H -10.0055 -18.1071 -18.0790
H -10.4071 -18.6908 -16.5098
H -10.7662 -19.6599 -17.9898
C -0.5410 -19.4282 -19.5332
C -1.1706 -18.3363 -20.2447
N -1.7539 -17.4814 -20.7465
H 0.5505 -19.4797 -19.5040
H -0.9121 -20.3863 -20.0084
H -0.9448 -19.4043 -18.5440
C -6.8758 -17.7913 -14.8539
C -6.6291 -17.1949 -13.5934
N -6.3400 -16.7888 -12.5782
H -7.6436 -17.2201 -15.3562
H -7.2794 -18.7573 -14.8972
H -6.0246 -17.7627 -15.5201
C -9.3998 -17.2719 -23.7131
C -8.2369 -16.9871 -22.8830
N -7.3295 -16.7563 -22.2330
H -10.1288 -16.4834 -23.6632
H -9.8674 -18.2243 -23.5097
H -9.0543 -17.3262 -24.7244
C -3.3969 -15.5994 -11.2755
C -3.3318 -14.6490 -10.1623
N -3.1487 -13.8780 -9.3211
H -4.2445 -16.2289 -11.0747
H -2.4183 -16.1070 -11.3202
H -3.5564 -15.1413 -12.2425
C -3.8454 -20.9503 -16.7294
C -4.1999 -19.5483 -16.8627
N -4.4337 -18.4419 -17.1331
H -2.8862 -21.1357 -17.2626
H -4.5641 -21.5030 -17.3030
H -3.7420 -21.1619 -15.6994
C -3.6259 -10.4380 -9.9852
C -2.7765 -10.3973 -11.1813
N -2.1519 -10.5389 -12.1451
H -2.9447 -10.2538 -9.1462
H -3.9238 -11.4535 -9.9435
H -4.4333 -9.7198 -9.9660
C -10.1454 -16.0148 -13.8200
C -11.2741 -16.7727 -14.3252
N -12.1687 -17.3389 -14.7962
H -9.3501 -16.7534 -13.4945
H -10.4047 -15.4912 -12.8990
H -9.7160 -15.2659 -14.5903
C -2.3311 -13.0437 -19.7720
C -1.8088 -12.8535 -18.4119
N -1.4632 -12.6753 -17.3179
H -2.0025 -14.0247 -20.1148
H -1.8831 -12.3553 -20.4473
H -3.3914 -13.0268 -19.7532
C -2.7408 -17.2001 -14.5271
C -3.4385 -18.2805 -13.8063
N -3.9205 -19.1876 -13.2744
H -1.7082 -16.9047 -14.1526
H -3.3360 -16.2613 -14.4278
H -2.7043 -17.4970 -15.6384
C -7.4198 -13.1631 -13.7762
C -6.2963 -13.1055 -12.8858
N -5.4466 -12.9987 -12.1329
H -7.4114 -14.0138 -14.4475
H -7.5878 -12.3279 -14.4624
H -8.3266 -13.3292 -13.2175
C -7.0894 -22.3008 -19.8502
C -8.2682 -21.5347 -20.2900
N -9.1587 -20.9071 -20.6132
H -6.3358 -22.2427 -20.6261
H -7.2339 -23.3737 -19.8003
H -6.5905 -21.8709 -18.9374
C -4.3339 -18.7028 -22.0402
C -4.2271 -19.6478 -20.9287
N -4.1786 -20.4729 -20.1204
H -3.3476 -18.2543 -22.2126
H -5.1111 -17.9497 -21.8085
H -4.5831 -19.2402 -22.9725

Löwdin population analysis, charges in e, atoms 1 to 5: C -0.09; C -0.30; N 0.12; H 0.05; H 0.05


A structure of composition C46H70BBr2N4P2STc at a distorted geometry. Source: the OMol25 dataset; level of theory: ωB97M-V with the def2-TZVPD basis set.

Summary:
E: -227144.8576 eV
Total charge: +3
Gap between HOMO and LUMO (alpha / beta): 4.0 / 4.8 eV
LUMO (alpha / beta): -10.31 / -9.70 eV
2S+1: 2
Highest occupied orbital energy (alpha / beta): -14.264 / -14.485 eV

Element x y z (Å)
Tc 0.3203 -0.4183 -1.5008
C -1.1807 4.1344 4.0900
C 0.0763 3.6160 3.3801
C 0.6473 2.4186 4.1449
C 1.1512 4.6999 3.2856
P -0.2586 2.9984 1.6196
C -1.4631 1.5929 1.9078
N -0.7550 0.3312 1.6756
B 0.1406 -0.0985 0.6108
N 0.8263 -1.3023 1.1457
C 1.9276 -2.1408 0.6802
P 3.7617 -1.5707 0.5855
C 4.1513 -0.5080 2.1096
C 3.8148 0.9237 1.6872
C 5.6568 -0.5677 2.3782
C 3.3937 -0.8633 3.3905
C 4.5508 -3.2881 0.7871
C 3.8336 -4.2342 -0.1861
C 6.0109 -3.1673 0.3451
C 4.4610 -3.8730 2.1975
C 0.1862 -1.6505 2.2968
C 0.3048 -2.7977 3.0867
C -0.5088 -2.9102 4.1876
C -1.4504 -1.9041 4.5190
C -1.5913 -0.7728 3.7530
C -0.7738 -0.6381 2.6282
C -1.1902 4.3004 0.5644
C -1.6556 5.5654 1.2870
C -2.4197 3.6632 -0.0842
C -0.1590 4.6932 -0.5059
H -1.3852 5.1724 3.8429
H -1.0271 4.0835 5.1705
H -2.0671 3.5399 3.8595
H 0.9940 2.7575 5.1230
H 1.4985 1.9791 3.6251
H -0.0957 1.6364 4.3214
H 1.3803 5.0710 4.2865
H 0.8306 5.5524 2.6891
H 2.0724 4.3092 2.8492
H -2.3571 1.6643 1.2931
H -1.7756 1.6115 2.9499
H 1.7224 -2.4858 -0.3436
H 1.9493 -3.0329 1.3023
H 4.3970 1.2220 0.8140
H 4.0704 1.6057 2.5020
H 2.7568 1.0527 1.4543
H 6.2373 -0.3605 1.4774
H 5.9646 -1.5289 2.7839
H 5.9115 0.1963 3.1161
H 2.3531 -0.5500 3.3526
H 3.8558 -0.3365 4.2303
H 3.4320 -1.9274 3.6210
H 3.6955 -3.7808 -1.1676
H 2.8636 -4.5647 0.1909
H 4.4457 -5.1271 -0.3258
H 6.0825 -2.8656 -0.7019
H 6.5000 -4.1385 0.4447
H 6.5762 -2.4555 0.9435
H 3.4442 -3.8405 2.5971
H 5.1265 -3.3730 2.8981
H 4.7581 -4.9240 2.1604
H 1.0028 -3.5911 2.8598
H -0.4260 -3.7848 4.8185
H -2.0779 -2.0360 5.3900
H -2.3305 -0.0308 4.0189
H -2.4497 5.3464 1.9976
H -2.0599 6.2587 0.5432
H -0.8499 6.0856 1.7980
H -3.2316 3.5705 0.6379
H -2.2103 2.6809 -0.5100
H -2.7815 4.3275 -0.8754
H -0.6312 5.3477 -1.2506
H 0.2705 3.8130 -0.9915
H 0.6625 5.2581 -0.0628
Br 2.8645 -1.3949 -3.5215
C 3.5365 0.3174 -2.9831
Br 2.2374 1.1256 -1.7505
H 3.6167 0.9644 -3.8485
H 4.4722 0.2170 -2.4444
N -1.0342 -1.8845 -1.1468
S -2.5434 -1.8060 -0.5184
C -3.7257 -1.7812 -1.8715
C -3.8152 -2.8258 -2.7804
C -4.7822 -2.7722 -3.7695
C -5.6465 -1.6854 -3.8436
C -5.5300 -0.6336 -2.9463
C -4.5602 -0.6759 -1.9543
C -2.8201 -3.4709 0.1016
C -1.7350 -4.1634 0.6219
C -1.9263 -5.4510 1.0996
C -3.1894 -6.0248 1.0653
C -4.2729 -5.3053 0.5793
C -4.0974 -4.0157 0.1018
H -0.8631 -2.7859 -1.5903
H -3.1618 -3.6875 -2.7108
H -4.8696 -3.5920 -4.4700
H -6.4207 -1.6645 -4.5993
H -6.2059 0.2094 -2.9987
H -4.4677 0.1292 -1.2342
H -0.7542 -3.7051 0.6473
H -1.0877 -6.0094 1.4932
H -3.3354 -7.0369 1.4175
H -5.2583 -5.7499 0.5597
H -4.9427 -3.4535 -0.2710
C -1.5471 4.1751 -5.0051
N -0.7790 3.6279 -3.8550
C 0.6073 3.2863 -4.2623
C -1.4662 2.4902 -3.1230
C -1.4286 1.1571 -3.8208
C -2.1665 0.9907 -4.9940
C -2.0916 -0.1791 -5.7266
C -1.2649 -1.1973 -5.2780
C -0.6009 -1.0609 -4.0713
C -0.6882 0.0937 -3.2886
H -1.1110 5.1227 -5.3140
H -2.5820 4.3455 -4.7158
H -1.5063 3.4820 -5.8400
H -0.7077 4.3725 -3.1586
H 0.5827 2.4103 -4.9057
H 1.2020 3.0770 -3.3780
H 1.0501 4.1202 -4.8026
H -2.4952 2.8083 -2.9580
H -0.9499 2.3777 -2.1731
H -2.8218 1.7862 -5.3262
H -2.6587 -0.2945 -6.6402
H -1.1676 -2.1117 -5.8484
H 0.0027 -1.9067 -3.7488

Löwdin population analysis, charges in e, atoms 1 to 5: Tc 1.03; C -0.07; C -0.70; C -0.09; C -0.09